Entry 1:
The following is a quantum chemistry calculation of a molecular structure, C46H39IrN11O4S3, from the Open Molecules 2025 dataset.

Multiplicity   6
Molecular weight   1098.31 g mol⁻¹
LUMO energy (alpha / beta)   -7.33 / -9.45 eV
HOMO-LUMO gap (alpha / beta)   4.4228 / 3.4731 eV
Net charge   +2

```
104
Properties=species:S:1:pos:R:3:lowdin_spin:R:1
Ir 0.216 -0.105 0.218 1.12
C 3.575 -4.588 1.110 0.01
C 2.890 -4.667 -0.093 0.00
C 1.799 -3.849 -0.329 0.02
C 1.403 -2.907 0.627 0.03
C 2.124 -2.804 1.818 0.02
C 3.187 -3.656 2.063 0.00
N 0.279 -2.095 0.402 0.34
C -0.926 -2.703 0.300 0.08
C -1.175 -4.077 0.472 0.06
C -2.457 -4.559 0.339 0.06
C -3.525 -3.711 0.024 0.10
C -3.326 -2.354 -0.117 0.04
C -2.039 -1.834 0.043 0.10
N -1.664 -0.532 0.019 0.26
N -2.495 0.458 -0.091 0.16
C -1.962 1.663 0.021 0.07
C -2.772 2.826 -0.297 0.04
C -2.206 4.196 0.074 0.03
C -0.948 4.131 0.803 0.13
C -0.206 2.996 0.794 0.00
N -0.649 1.785 0.342 0.17
H 4.395 -5.257 1.313 0.00
H 3.190 -5.384 -0.842 0.00
H 1.228 -3.940 -1.242 0.00
H 1.808 -2.092 2.565 0.00
H 3.693 -3.609 3.014 0.00
H -0.366 -4.740 0.742 0.00
H -2.644 -5.609 0.492 0.00
H -4.514 -4.128 -0.091 0.00
H -4.142 -1.682 -0.333 0.00
H -3.840 2.673 -0.305 0.00
H -2.902 4.985 0.324 0.00
H -0.604 5.006 1.324 0.01
H 0.780 2.979 1.238 0.00
S -4.918 1.406 -6.964 0.06
N -4.171 2.406 -5.964 0.08
C -3.393 1.711 -5.131 0.00
C -2.615 2.258 -4.072 0.21
C -2.991 3.590 -3.684 0.00
C -2.906 4.228 -2.492 0.17
C -2.142 3.726 -1.356 0.04
N -0.679 1.586 -2.688 0.37
C -1.703 1.340 -3.444 0.06
C -1.902 -0.115 -3.616 0.03
N -1.098 -0.922 -2.912 0.00
C -1.196 -2.228 -3.065 0.00
C -2.079 -2.835 -3.952 -0.01
C -2.869 -2.022 -4.737 0.00
C -2.784 -0.635 -4.577 0.00
C -3.500 0.302 -5.382 0.03
N -4.326 0.024 -6.372 -0.02
H -3.604 4.068 -4.440 0.00
H -3.447 5.154 -2.361 0.01
H -1.163 3.384 -1.644 0.00
H -0.527 -2.817 -2.454 0.00
H -2.111 -3.907 -4.046 0.00
H -3.547 -2.415 -5.476 0.00
C 6.962 3.573 -0.982 0.00
C 5.971 2.724 -0.199 0.00
C 5.484 1.523 -1.026 0.00
N 4.124 1.189 -0.630 0.00
C 3.658 0.118 -0.005 0.01
S 2.388 0.418 1.116 0.03
N 4.183 -1.103 -0.163 0.00
C 5.177 -1.518 -1.144 0.00
O 6.206 -1.991 -0.778 0.00
C 4.717 -1.406 -2.545 0.00
C 5.517 -0.856 -3.543 0.00
C 5.072 -0.837 -4.855 0.00
C 3.863 -1.424 -5.196 0.00
C 3.093 -2.032 -4.216 0.00
C 3.500 -2.001 -2.891 0.00
H 7.267 4.431 -0.391 0.00
H 6.510 3.936 -1.902 0.00
H 7.850 3.000 -1.232 0.00
H 5.114 3.345 0.074 0.00
H 6.429 2.377 0.728 0.00
H 6.137 0.665 -0.875 0.00
H 5.488 1.789 -2.088 0.00
H 3.572 2.023 -0.459 0.00
H 4.010 -1.769 0.588 0.00
H 6.478 -0.444 -3.291 0.00
H 5.684 -0.385 -5.617 0.00
H 3.533 -1.432 -6.224 0.00
H 2.175 -2.534 -4.487 0.00
H 2.935 -2.524 -2.132 0.00
N 1.349 0.108 -2.205 0.01
C 1.628 1.274 -2.842 0.05
C 2.798 1.565 -3.525 0.02
C 2.860 2.658 -4.374 0.06
C 1.724 3.462 -4.544 0.20
C 0.591 3.356 -3.860 0.09
C 0.513 2.306 -2.767 0.06
S 1.755 4.389 -6.186 0.08
O 1.535 3.166 -6.928 0.32
O 3.086 4.916 -6.159 0.07
O 0.642 5.278 -6.041 0.06
H 0.357 -0.215 -2.385 0.01
H 2.045 -0.620 -2.360 0.00
H 3.616 0.862 -3.504 0.00
H 3.722 2.867 -4.986 0.00
H -0.272 3.964 -4.068 0.01
H 0.681 2.809 -1.791 0.01
```

***

Entry 2:
The following is a quantum chemistry calculation of a molecular structure, C5H10O2, from the Open Molecules 2025 dataset.

Molecular weight   102.13 g mol⁻¹
LUMO energy   0.33 eV
HOMO-LUMO gap   9.2233 eV

```
17
Properties=species:S:1:pos:R:3:lowdin_charge:R:1
C 2.555 -0.521 0.013 -0.08
C 1.108 -0.852 0.337 -0.31
O 0.240 0.004 -0.385 -0.20
C -1.524 0.177 0.181 -0.18
C -1.350 1.545 0.500 -0.07
C -2.144 -0.244 -1.111 -0.24
O -2.781 -1.262 -1.236 0.07
H 2.796 0.502 0.321 0.08
H 3.232 -1.205 0.536 0.08
H 2.734 -0.607 -1.063 0.08
H 0.876 -1.885 0.051 0.12
H 0.923 -0.755 1.421 0.12
H -1.547 -0.584 0.959 0.14
H -1.357 1.837 1.546 0.06
H -0.048 1.098 0.086 0.14
H -1.718 2.285 -0.208 0.07
H -1.995 0.466 -1.949 0.14
```

***

Entry 3:
The following is a quantum chemistry calculation of a molecular structure, C21H62NO21S, from the Open Molecules 2025 dataset.

Molecular weight   696.78 g mol⁻¹
LUMO energy   1.23 eV
HOMO-LUMO gap   5.4642 eV
Net charge   -1

```
106
Properties=species:S:1:pos:R:3:lowdin_charge:R:1
C 53.420 35.413 31.433 0.05
N 53.222 34.721 32.819 -0.32
C 52.831 33.362 32.526 -0.02
C 54.457 34.746 33.593 0.04
C 52.104 35.499 33.530 -0.05
C 51.380 34.709 34.701 -0.23
O 50.352 35.479 35.184 -0.06
H 52.618 35.305 30.750 0.09
H 54.128 34.977 30.967 0.02
H 53.470 36.495 31.673 0.11
H 51.929 33.203 32.169 0.04
H 52.907 32.652 33.434 0.17
H 53.624 33.044 32.068 0.03
H 54.163 34.367 34.395 -0.01
H 55.070 35.669 33.588 0.12
H 55.133 33.905 32.838 0.20
H 51.355 35.714 32.804 0.11
H 52.636 36.371 33.956 0.12
H 51.941 34.343 35.507 0.07
H 50.918 33.800 33.992 0.15
H 50.030 34.852 35.885 0.06
S 50.986 34.476 38.436 0.27
O 50.915 33.657 39.628 -0.37
O 49.983 34.089 37.487 -0.39
O 50.644 35.830 39.000 -0.40
O 52.358 34.451 37.863 -0.38
C 48.358 32.134 35.402 -0.17
C 48.450 31.337 34.065 -0.23
O 47.142 31.440 33.539 -0.14
O 49.735 32.050 35.884 -0.21
H 47.580 32.011 36.216 0.12
H 48.482 33.480 35.244 0.19
H 48.444 30.340 34.246 0.08
H 49.321 31.428 33.384 0.12
H 46.526 30.699 33.934 0.17
H 49.857 32.781 36.614 0.05
C 53.671 39.924 32.692 -0.30
C 52.737 39.909 33.889 -0.22
O 53.215 40.840 34.910 -0.10
O 53.105 39.145 31.683 -0.11
H 54.650 39.578 33.036 0.12
H 53.876 41.028 32.421 0.15
H 52.575 39.002 34.343 0.08
H 51.687 40.254 33.468 0.15
H 52.515 41.004 35.582 0.12
H 52.560 39.815 31.055 0.17
C 48.938 33.538 30.959 -0.17
C 48.481 32.091 30.702 -0.28
O 47.114 32.012 31.000 -0.09
O 50.263 33.574 30.302 -0.07
H 49.055 33.672 32.137 0.14
H 48.232 34.182 30.511 0.10
H 49.069 31.239 31.208 0.14
H 48.526 32.082 29.636 0.09
H 46.926 31.539 31.829 0.04
H 50.076 33.826 29.467 0.00
C 47.021 34.499 38.999 -0.19
C 45.557 33.983 39.157 -0.24
O 45.198 34.291 40.485 -0.09
O 47.397 34.338 37.600 -0.12
H 47.765 33.905 39.575 0.13
H 47.231 35.567 39.254 0.13
H 45.435 32.836 39.045 0.14
H 44.855 34.537 38.609 0.09
H 45.838 33.738 40.907 0.06
H 48.346 34.359 37.559 -0.01
C 53.695 35.346 27.261 -0.21
C 52.218 35.938 26.839 -0.14
O 51.989 35.628 25.461 -0.07
O 54.130 35.947 28.398 -0.06
H 54.389 35.465 26.431 0.12
H 53.614 34.446 27.653 0.07
H 52.176 37.023 26.929 0.12
H 51.535 35.601 27.407 0.03
H 51.882 34.761 25.095 0.08
H 54.136 36.898 28.332 0.09
C 54.255 37.135 36.968 -0.25
C 55.104 37.905 36.076 -0.21
O 55.184 39.318 36.389 -0.08
O 53.758 35.994 36.327 -0.11
H 53.373 37.423 37.455 0.12
H 54.794 36.613 37.770 0.13
H 54.836 37.916 35.136 0.05
H 56.083 37.477 36.366 0.14
H 54.510 39.807 35.891 0.03
H 53.212 35.454 36.923 0.02
C 52.761 31.242 36.911 -0.20
C 53.756 30.054 36.671 -0.23
O 52.970 28.810 36.950 -0.13
O 53.558 32.527 36.675 -0.16
H 52.424 31.116 37.972 0.12
H 51.863 31.247 36.103 0.13
H 54.602 30.470 37.293 0.12
H 54.130 30.029 35.603 0.11
H 52.715 28.689 37.910 0.10
H 53.041 33.189 37.203 -0.01
C 48.409 37.283 32.441 -0.31
C 47.441 38.040 33.257 -0.28
O 46.960 39.171 32.537 -0.09
O 48.756 36.076 32.974 -0.06
H 49.291 37.834 32.174 0.11
H 47.695 37.179 31.474 0.17
H 47.810 38.205 34.319 0.15
H 46.498 37.623 33.361 0.10
H 46.479 39.742 33.171 0.10
H 49.217 36.440 33.757 0.08
```

***

Entry 4:
The following is a quantum chemistry calculation of 12 unconnected molecules or ions with the total composition CH25O12, from the Open Molecules 2025 dataset.

Molecular weight   229.20 g mol⁻¹
LUMO energy   2.51 eV
HOMO-LUMO gap   6.0730 eV
Net charge   -1

```
38
Properties=species:S:1:pos:R:3:lowdin_charge:R:1
C 12.035 0.036 -3.426 -0.39
O 11.945 0.512 -4.796 -0.53
H 11.940 0.915 -2.789 0.02
H 11.276 -0.689 -3.131 0.02
H 12.987 -0.474 -3.284 0.02
O 15.991 3.293 -2.074 -0.05
H 16.264 2.671 -2.749 0.01
H 15.168 3.656 -2.401 0.02
O 8.845 3.585 -6.317 -0.05
H 9.401 2.807 -6.363 0.02
H 9.452 4.319 -6.412 0.02
O 13.607 -1.764 -7.737 -0.07
H 12.907 -2.417 -7.735 0.02
H 13.297 -1.078 -7.145 0.01
O 16.448 -0.398 -0.489 -0.05
H 16.268 0.442 -0.912 0.02
H 17.389 -0.529 -0.607 0.03
O 8.923 -1.209 -7.097 -0.05
H 9.706 -0.722 -6.838 0.02
H 9.116 -1.518 -7.982 0.02
O 12.658 2.759 -8.414 -0.06
H 13.476 3.190 -8.168 0.02
H 12.393 2.279 -7.629 0.02
O 12.284 4.567 -3.354 -0.05
H 12.219 3.698 -3.751 0.02
H 11.960 5.163 -4.029 0.02
O 16.157 1.435 -5.203 -0.05
H 15.232 1.210 -5.308 0.02
H 16.628 0.723 -5.636 0.03
O 15.614 -4.152 -2.599 -0.06
H 14.967 -4.666 -2.115 0.03
H 15.601 -3.292 -2.178 0.02
O 12.424 3.809 0.599 -0.06
H 12.316 2.884 0.819 0.03
H 12.386 3.834 -0.357 0.02
O 6.614 -0.998 -4.090 -0.06
H 7.172 -1.034 -4.867 0.01
H 6.924 -1.716 -3.538 0.03
```

***

Question: Which formula does entry 3 have?
Answer: C21H62NO21S

***

Question: The lowest molecular weight belongs to which entry?
Answer: C5H10O2

***

Question: Which formula does entry 3 have?
Answer: C21H62NO21S

***

Question: The highest molecular weight belongs to which entry?
Answer: C46H39IrN11O4S3